15
Properties=species:S:1:pos:R:3:forces:R:3 method="wB97M-V/def2-TZVPD" gap_ev="6.5 / 7.8" lumo_ha="-0.1098 / -0.2431" e_homo_ev="-9.467 / -14.423" total_energy_ha=-644.7519 spin_multiplicity=3 charge=+1 de_lowest_kcal_mol=27.71
C 1.095 -0.057 0.823 -2.30 -2.14 -0.79
C 1.532 2.020 0.486 7.32 2.98 4.85
C 0.455 1.753 -0.258 -6.53 -2.71 -3.42
N 0.164 0.435 0.024 -2.30 0.56 -1.74
N 1.184 -1.322 1.173 4.15 0.03 2.18
O 1.900 0.879 1.214 1.57 -0.39 0.80
P -2.142 -1.524 -1.049 -1.56 1.54 -1.14
H -2.920 -2.182 -2.063 0.17 0.00 0.76
H 2.271 2.788 0.603 -0.24 0.25 -0.40
H -0.069 2.209 -1.032 -0.35 0.92 -1.00
H -0.710 0.003 -0.440 2.17 0.08 1.09
H 0.621 -2.109 0.931 -0.71 0.10 -0.58
H 2.124 -1.580 1.653 -2.37 0.57 -0.93
H -2.303 -0.274 -1.904 0.45 -1.15 1.06
H -3.201 -1.040 -0.159 0.52 -0.64 -0.75